The following is a quantum chemistry calculation of the molecule C4H12N2O, from the Open Molecules 2025 dataset.

XYZ file:
```
19
Properties=species:S:1:pos:R:3:forces:R:3:mulliken_charge:R:1
O 2.981764 0.213927 0.277668 0.7 0.4 -0.8 -0.539
N 0.813021 -0.506413 1.607327 2.1 -0.7 -1.5 -0.640
N -1.792260 -0.064746 0.290291 1.5 -1.9 -1.0 -0.298
C -0.545550 -0.186731 -0.608374 -0.4 -0.4 3.3 -0.928
C 1.913453 -0.287719 -0.566515 1.9 -0.6 -0.3 -0.612
C 0.683427 -0.802514 0.204242 1.0 0.5 -1.7 0.406
C -2.544114 1.122353 0.079709 -0.4 -0.8 -4.5 -0.966
H 2.452130 -1.149633 -0.881163 -0.4 -1.2 -1.3 0.341
H -0.096267 -0.528996 1.872020 -3.3 0.4 2.0 0.311
H -3.495544 1.080284 0.528701 -1.1 -0.1 0.6 0.344
H 1.250451 0.376509 1.756695 0.1 0.6 0.2 0.203
H 3.789106 -0.165120 -0.162075 -1.1 0.9 1.1 0.324
H 1.754362 0.327570 -1.494790 -0.2 -0.1 1.1 0.260
H -2.042929 1.965430 0.364743 1.4 2.2 1.2 0.355
H -0.257075 0.824464 -0.832804 0.0 0.5 -0.2 0.499
H -2.414054 -0.850910 0.105988 0.4 0.1 0.1 0.207
H 0.831031 -1.894242 0.072111 -1.1 0.4 0.1 0.202
H -0.605886 -0.763919 -1.521929 -0.7 -0.1 -0.3 0.262
H -2.675074 1.290415 -1.091837 -0.3 -0.1 2.0 0.267
```
Positions in Å, forces in eV/Å.

Results
DFT total energy: -9368.1102 eV
lowest unoccupied orbital energy: 0.89 eV
ΔE to the lowest compared entry with this formula, charge and spin: 71.1 kcal per mole
orbital gap: 9.79 eV
SMILES: CNC[C@H](N)CO
E_HOMO: -0.327 Eh
2S+1: 1

---

The following is a quantum chemistry calculation of C3H10NPS as an isolated structure, from the Open Molecules 2025 dataset.

XYZ file:
```
16
Properties=species:S:1:pos:R:3:forces:R:3:mulliken_charge:R:1
S -1.177966 1.517529 -0.886750 0.3 1.6 2.6 -0.199
P -2.368899 -0.877359 -0.129392 0.6 0.7 1.6 -0.101
N -0.960623 0.191511 0.226233 0.2 -0.1 -1.1 -0.171
C 0.842721 -0.863296 -1.120820 1.4 -0.2 -2.1 -1.179
C 0.440846 -0.396785 0.230861 0.4 1.7 0.3 0.212
C 1.426947 0.702675 0.694942 0.0 -1.0 1.2 -1.205
H 0.111315 -1.633661 -1.402115 0.6 0.0 -0.6 0.368
H 1.933088 -1.220638 -1.214624 -1.7 0.0 0.5 0.351
H -1.109026 2.508253 0.200214 -0.3 -1.3 -2.1 0.159
H -3.233126 -0.056245 0.735380 0.4 -0.8 -0.6 0.085
H 1.168918 0.795836 1.735587 0.3 0.5 0.7 0.336
H 0.372347 -1.100469 1.066532 0.2 -0.6 -0.7 0.374
H 2.541416 0.622489 0.605805 -1.1 -0.7 -0.2 0.345
H 1.144496 1.595323 0.229265 -0.2 1.5 -0.8 0.288
H -1.996743 -1.790944 0.930702 -0.4 0.2 -0.3 0.056
H 0.864296 0.005774 -1.901813 -0.6 -1.4 1.5 0.281
```
Positions in Å, forces in eV/Å.

Results
DFT total energy: -24885.3248 eV
lowest unoccupied orbital energy: 0.74 eV
ΔE to the lowest compared entry with this formula, charge and spin: 21.9 kcal per mole
orbital gap: 9.26 eV
E_HOMO: -0.313 Eh
2S+1: 1

---

The following is a quantum chemistry calculation of a 9-piece molecular cluster, C6H32N2O8 overall, from the Open Molecules 2025 dataset.

XYZ file:
```
48
Properties=species:S:1:pos:R:3:forces:R:3:mulliken_charge:R:1
O 1.540349 0.059700 -1.916982 -0.2 0.0 0.4 -0.599
O 0.072645 3.027408 -2.683992 0.5 -0.6 -0.3 -0.584
O 3.396691 2.693475 0.381750 -1.0 0.1 -1.3 -0.653
O 0.267055 -3.353175 1.215399 -1.1 -0.8 -1.6 -0.615
O 2.482717 -2.788374 -1.124674 -0.6 0.3 -0.1 -0.695
O -1.137127 -1.881802 -0.974907 -0.7 -1.0 0.8 -0.516
O 3.581492 -1.807752 1.133932 0.8 0.5 0.1 -0.694
O -1.420487 -0.949316 -3.439996 0.2 0.8 -0.5 -0.658
N 1.651804 0.262232 1.094379 -0.1 0.1 -1.2 -0.031
N -0.686713 0.326901 1.788015 -0.4 1.3 -1.2 -0.020
C -2.707637 1.002039 0.301905 0.7 0.8 1.6 0.642
C -2.561319 1.505163 2.893586 -1.6 -2.0 -0.2 -1.507
C -3.376361 -0.347086 0.426091 -0.3 -1.0 0.8 -1.606
C -1.822762 1.264836 -0.889416 -1.6 -2.0 -2.4 -0.857
C 0.668579 0.729521 2.060291 -0.5 0.1 0.0 -0.726
C -1.748895 1.321835 1.559217 -1.0 -0.8 1.6 -0.264
H -0.869833 -0.650777 1.832766 -0.4 -0.4 0.1 0.184
H 1.268610 0.200404 0.135507 0.1 1.2 0.5 -0.435
H -0.464881 -1.219256 -0.821598 0.3 0.1 -0.3 0.287
H -0.777681 1.052069 -0.793938 0.6 -0.1 0.4 0.151
H -2.238866 -0.750686 -2.966332 0.2 -0.2 -0.1 0.400
H -2.046868 1.700180 3.850268 0.3 0.1 -0.8 0.341
H 3.133757 2.169612 1.143265 -0.2 -0.3 -0.1 0.328
H -3.617633 -0.787885 -0.519783 -0.8 0.4 -0.9 0.387
H -1.222759 2.248509 1.352517 0.0 0.2 -0.2 0.378
H -0.910335 -0.120078 -3.346699 -0.3 -0.6 -0.1 0.340
H 1.610675 0.416165 -2.804349 0.0 -0.1 -0.2 0.271
H 3.555785 -0.894679 1.442975 -0.4 0.2 0.4 0.301
H -0.954316 -2.395472 -1.771604 0.3 0.6 0.0 0.294
H -3.192064 0.564267 3.094149 1.3 0.7 -0.3 0.289
H -0.675807 -3.239370 0.996581 -0.2 0.9 1.1 0.300
H 2.686483 2.510736 -0.298423 1.2 0.1 1.2 0.313
H -0.024001 3.751093 -3.314825 -0.3 0.1 0.7 0.260
H -1.988130 2.213825 -1.310418 0.0 1.8 0.1 0.652
H 2.200759 -2.620760 -0.209746 0.2 -0.3 -0.1 0.331
H -0.411920 3.147701 -1.859531 0.0 0.5 -0.5 0.390
H 3.125565 -2.084292 -1.246967 0.2 -0.1 -0.1 0.325
H -2.165797 0.681680 -1.809209 0.4 0.3 1.4 -0.243
H 1.464214 -0.903828 -1.955925 0.2 0.0 -0.4 0.296
H 1.818246 -0.714275 1.167541 0.0 -1.0 1.0 0.571
H -4.269233 -0.215115 1.069749 0.4 -0.4 -0.5 0.408
H 4.378159 -1.728988 0.596636 0.2 -0.6 -0.1 0.297
H -3.412359 2.156119 2.787465 0.0 1.1 -0.2 0.436
H 0.933735 0.248004 3.037152 0.3 1.1 -0.5 0.337
H 0.688491 1.874104 2.007971 0.1 -1.6 0.7 0.269
H -3.611957 1.687785 0.269714 1.4 -0.2 0.2 0.395
H -2.824888 -1.226235 0.781238 0.5 0.6 0.6 0.214
H 0.332773 -3.833536 0.360775 1.4 0.0 0.5 0.317
```
Positions in Å, forces in eV/Å.

Results
DFT total energy: -26099.9098 eV
lowest unoccupied orbital energy: 0.19 eV
ΔE to the lowest compared entry with this formula, charge and spin: 73.9 kcal per mole
orbital gap: 8.54 eV
SMILES: CC(C)[C@@H](C)NCN.O.O.O.O.O.O.O.O
E_HOMO: -0.307 Eh
2S+1: 1

---

The following is a quantum chemistry calculation of the molecule C21H20ClN5S2, from the Open Molecules 2025 dataset.

XYZ file:
```
49
Properties=species:S:1:pos:R:3:forces:R:3:mulliken_charge:R:1
Cl 2.434823 -6.284343 -2.057928 0.2 -0.1 -0.1 -0.226
S 1.274129 2.377205 -0.207724 -0.2 0.1 0.1 -0.396
S 2.644527 -3.404390 0.034021 0.3 -0.3 0.0 -0.133
N -1.618852 1.013301 2.084826 -0.3 0.0 0.2 -0.379
N 1.716725 -0.842925 0.146950 -0.5 -0.3 0.5 0.221
N 0.515202 -2.282891 1.302120 0.6 -0.8 -0.2 -0.572
N 0.461760 4.906685 0.023887 0.3 0.3 -0.3 -0.651
N -0.047208 -1.072932 1.430421 -0.3 0.9 -0.1 -0.717
C 0.660614 -0.195763 0.741988 -0.1 -0.5 0.2 0.904
C -1.685977 4.148707 1.681449 0.1 0.1 -0.1 1.599
C -0.738472 -4.605396 -0.309687 0.0 -0.1 0.0 -0.082
C -0.783982 3.181606 1.201896 0.3 0.6 -0.3 0.544
C 1.556611 -2.145140 0.528945 -0.1 -0.2 0.2 0.577
C 0.554672 -5.071905 -0.522103 0.0 -0.1 -0.1 0.292
C -0.376325 5.811618 0.496913 0.0 -0.1 0.0 0.437
C -0.143354 -5.877425 -2.696100 0.1 0.0 0.0 -0.564
C 0.342712 1.192999 0.698579 -0.2 1.0 -0.1 0.096
C -1.720040 -4.769662 -1.270003 -0.1 0.0 0.0 -0.811
C 2.699663 -0.355432 -0.777908 0.2 0.2 -0.4 -1.216
C -2.858907 3.801646 2.544004 0.0 0.0 0.0 -1.951
C 2.162671 -0.196869 -2.173216 0.2 0.0 0.1 0.112
C -0.716491 1.759689 1.386046 0.5 -0.5 -0.4 -0.593
C 0.252256 3.651132 0.366386 -0.3 -0.5 0.4 -0.093
C 1.613182 -4.848617 0.502924 0.2 0.4 0.0 -1.367
C -0.125075 7.234443 0.113830 0.0 0.0 0.0 -1.218
C 0.835716 -5.702996 -1.732460 -0.3 0.1 0.1 0.503
C 0.987089 -0.623649 -2.591460 -0.1 0.0 0.0 -0.756
C -1.456752 5.462400 1.315209 0.0 -0.2 0.0 -0.864
C -1.423745 -5.407911 -2.462542 0.0 0.0 0.0 -0.372
H -2.049956 1.436468 2.887949 0.0 0.0 0.0 0.224
H -2.716367 -4.397366 -1.086599 -0.1 0.0 0.0 0.401
H -0.991875 7.646809 -0.399857 0.0 0.1 0.0 0.319
H 0.287492 -1.128486 -1.944626 -0.1 -0.1 0.2 0.221
H -2.186057 -5.540337 -3.215198 -0.1 0.0 -0.1 0.384
H 3.527885 -1.074448 -0.789929 0.0 0.2 0.1 0.480
H -2.123096 6.239244 1.659961 -0.1 0.1 0.1 0.376
H 0.101990 -6.374296 -3.621728 0.0 0.0 -0.1 0.419
H 0.667004 -0.483915 -3.608696 0.0 0.1 -0.2 0.296
H 1.190967 -4.618891 1.478390 0.0 -0.1 0.0 0.468
H -2.526729 3.492451 3.535707 0.0 0.0 0.1 0.390
H -3.434575 2.992834 2.098033 -0.1 0.0 0.0 0.446
H 2.844258 0.304422 -2.845098 0.0 0.1 -0.2 0.380
H 0.059322 7.836384 1.002384 0.0 0.1 0.0 0.308
H -1.345779 0.036246 2.171138 -0.1 0.0 0.1 0.397
H 0.739950 7.285769 -0.540086 0.0 0.0 0.0 0.334
H 3.089947 0.602694 -0.420589 0.1 -0.2 0.0 0.456
H -0.957140 -4.094257 0.615604 0.0 0.0 0.1 0.430
H 2.311137 -5.682554 0.561073 0.0 0.1 0.1 0.604
H -3.505549 4.668044 2.662905 0.0 0.0 0.0 0.340
```
Positions in Å, forces in eV/Å.

Results
DFT total energy: -63745.5532 eV
lowest unoccupied orbital energy: 0.51 eV
ΔE to the lowest compared entry with this formula, charge and spin: 0.0 kcal per mole
orbital gap: 7.77 eV
SMILES: C=CCn1c(SCc2ccccc2Cl)nnc1-c1sc2nc(C)cc(C)c2c1N
E_HOMO: -0.267 Eh
2S+1: 1

---

The following is a quantum chemistry calculation of a 14-piece molecular cluster, C20H68N8O14 overall, from the Open Molecules 2025 dataset.

XYZ file:
```
110
Properties=species:S:1:pos:R:3:forces:R:3:mulliken_charge:R:1
O 2.335027 -4.668127 3.507164 0.7 -0.9 0.3 -0.583
O 0.813027 0.551873 -0.938836 -0.5 -0.8 0.5 2.286
O -1.754973 3.117873 0.777164 -1.5 -0.4 0.7 -0.471
O 0.275027 2.371873 -5.368836 -1.0 4.4 5.1 -0.687
O -1.216973 -2.909127 -0.427836 -5.3 -1.1 -3.1 -0.298
O 2.669027 0.667873 -3.921836 3.7 3.0 4.7 -0.690
O 0.851027 3.482873 -0.389836 -0.1 -0.8 1.2 -0.569
O 2.410027 -1.760127 -2.127836 1.5 -1.6 0.1 -0.605
O -3.297973 -1.099127 1.625164 0.9 0.9 0.2 -0.600
O 5.307027 1.162873 0.038164 0.6 1.6 0.4 -0.531
O -4.875973 2.501873 2.860164 3.8 -4.7 1.3 -0.732
O -4.070973 -0.152127 -2.355836 -1.5 -0.9 -2.3 -0.610
O -1.792973 -1.092127 -5.883836 0.3 -0.5 -0.4 -0.628
O 0.003027 0.783873 4.179164 0.2 0.4 -0.4 -0.563
N 3.137027 2.361873 -2.393836 -2.3 4.1 1.4 -0.211
N -2.844973 1.315873 2.743164 3.7 1.0 -2.8 0.298
N 4.592027 0.802873 -2.440836 3.7 -3.6 1.1 -0.337
N 0.583027 2.675873 -3.076836 0.2 -2.8 1.8 0.468
N -2.247973 -3.670127 -2.354836 0.5 -2.5 -3.9 -0.358
N -4.400973 0.576873 4.071164 -1.3 -1.3 2.3 -0.229
N -0.185973 4.409873 -4.179836 -1.5 3.4 -1.1 -0.348
N -3.478973 -2.636127 -0.828836 -6.1 2.3 2.1 -0.201
C 3.612027 -0.352127 0.789164 0.2 1.2 2.1 1.521
C -2.267973 4.258873 1.493164 1.5 -0.3 -0.8 -1.153
C 2.725027 -3.963127 -1.100836 -0.5 1.0 0.1 -1.678
C -0.736973 -0.739127 -3.600836 -2.2 -1.0 0.7 0.213
C 0.857027 -3.306127 2.098164 1.5 0.5 2.9 -0.143
C -0.038973 0.198873 0.151164 -0.4 -1.2 -0.5 0.076
C -4.539973 1.268873 -0.535836 0.6 1.9 0.2 -1.042
C 1.147027 -0.818127 5.560164 0.8 -1.4 0.0 -1.482
C -2.280973 -1.765127 2.379164 -1.5 1.2 1.5 -0.557
C -2.375973 -3.101127 -1.200836 9.5 0.6 3.6 0.116
C 0.180027 3.154873 -4.249836 1.4 -5.6 -4.8 0.350
C -1.830973 -0.408127 -4.669836 0.6 1.1 1.4 -0.697
C 2.314027 -3.530127 2.668164 -0.4 0.6 -0.2 -0.279
C 3.445027 1.258873 -2.940836 -1.2 -6.4 -5.2 0.319
C 5.050027 0.202873 1.018164 -0.7 -1.8 0.7 -0.702
C 1.558027 2.920873 0.724164 1.2 -0.2 0.7 -1.135
C 1.792027 -2.817127 -1.351836 0.5 2.8 0.2 1.523
C -3.501973 0.777873 -1.515836 0.5 0.7 0.3 1.234
C -4.047973 1.476873 3.208164 -5.1 6.8 -1.8 0.442
C 0.954027 -0.290127 4.161164 -1.3 -0.8 0.1 0.709
H 1.360027 4.243873 -0.628836 0.3 0.9 -0.3 0.234
H -0.745973 -1.791127 -3.318836 -0.2 -0.2 0.0 0.218
H 5.803027 -0.592127 0.901164 -0.2 0.2 0.1 0.319
H -0.983973 -0.200127 -2.664836 0.0 -0.1 -0.5 -0.499
H 1.533027 -0.090127 6.251164 0.9 0.3 0.0 0.354
H 0.798027 1.616873 -3.055836 -0.4 2.2 -0.1 -0.502
H -4.390973 -2.921127 -1.197836 0.8 -0.1 -0.1 0.302
H 5.166027 0.631873 2.026164 -0.1 -0.2 -0.3 0.410
H 2.090027 -4.758127 -0.811836 -0.5 -1.1 0.8 0.433
H -1.691973 0.665873 -4.800836 -0.1 0.2 -0.5 0.276
H -5.384973 1.803873 -1.009836 0.4 -0.5 0.0 0.397
H -0.515973 4.847873 -5.037836 0.2 -0.2 0.5 0.286
H 0.488027 0.007873 1.104164 0.1 0.1 -0.3 0.207
H -1.612973 5.110873 1.295164 -0.5 0.3 -0.3 0.427
H 3.393027 -0.491127 -0.236836 -0.1 -0.2 -1.2 -0.301
H 0.281027 -0.559127 -3.806836 1.1 0.8 -1.0 0.497
H 1.562027 -2.317127 -0.387836 -0.4 -0.7 -0.3 -0.688
H 3.409027 -3.692127 -0.308836 0.5 -0.2 0.0 0.228
H 2.348027 2.742873 -2.856836 -0.8 1.0 0.1 0.513
H -2.482973 1.925873 1.985164 -0.5 -0.4 0.7 -0.207
H 5.125027 -0.022127 -2.852836 -1.9 1.5 0.3 0.303
H 3.386027 -1.302127 1.308164 0.3 0.5 0.0 -0.234
H -2.436973 -1.588127 3.476164 -0.4 -0.3 -0.4 0.201
H -2.075973 4.006873 2.498164 -0.3 0.0 1.5 0.370
H -4.104973 1.982873 0.184164 -0.1 -0.1 -0.3 0.017
H 0.256027 -1.102127 6.057164 -1.6 -0.1 -0.1 0.410
H -1.084973 3.358873 0.170164 1.0 0.5 -1.0 0.192
H 0.889027 -3.099127 -1.836836 -0.8 -0.4 -0.2 -0.074
H 1.227027 1.348873 -0.656836 0.7 0.8 -0.3 -0.968
H -0.565973 -0.720127 -0.136836 0.3 -0.1 0.1 -0.716
H -1.397973 -4.176127 -2.539836 0.2 0.3 0.4 0.249
H 2.663027 -2.679127 3.291164 -0.1 0.0 -0.6 0.092
H 0.556027 -1.049127 3.479164 -0.3 -0.1 0.4 -0.224
H -3.318973 4.407873 1.319164 -0.3 0.2 -0.2 0.293
H 2.936027 0.462873 1.181164 0.3 -1.1 -0.3 -0.664
H 5.456027 2.036873 0.423164 0.1 -0.3 -0.2 0.286
H -2.107973 0.890873 3.282164 0.1 -0.1 0.3 0.249
H 0.804027 -2.386127 1.524164 -0.2 0.0 0.0 -0.603
H 4.852027 0.853873 -1.373836 -1.0 0.6 -2.9 0.143
H -1.285973 -0.534127 -6.461836 0.5 0.0 -0.6 0.358
H 3.040027 -3.738127 1.859164 -0.4 0.6 0.0 0.229
H -3.555973 -2.087127 0.035164 0.5 -0.1 -0.1 0.200
H 0.988027 2.265873 1.376164 -0.8 0.2 -0.4 -0.040
H 0.603027 3.197873 -2.170836 -0.6 -1.0 -1.6 0.243
H -3.909973 -1.034127 -2.001836 0.1 0.3 -0.1 0.382
H -4.903973 0.476873 0.066164 -0.6 -1.0 0.4 0.243
H -2.961973 1.597873 -2.070836 -0.8 -0.7 0.3 0.253
H -3.649973 0.000873 4.423164 -0.6 -0.2 0.4 0.183
H 1.673027 -1.805127 5.608164 0.3 1.1 -0.3 0.321
H 1.987027 3.691873 1.349164 -0.2 0.5 0.2 0.681
H 3.587027 2.847873 -1.644836 0.6 -0.2 -0.2 0.116
H 1.853027 -0.034127 3.655164 1.1 0.7 -0.1 0.104
H 2.430027 2.304873 0.457164 -0.2 0.2 -0.6 0.208
H 0.691027 -4.146127 1.503164 -0.8 -1.2 -1.2 0.693
H -5.156973 0.908873 4.656164 0.1 -0.6 0.2 0.308
H 3.258027 -5.011127 3.505164 -1.1 0.3 0.1 0.359
H 0.479027 1.621873 4.138164 -0.2 -0.1 0.1 0.277
H -2.817973 -3.641127 -3.209836 -0.2 0.4 1.2 0.232
H -3.171973 -0.132127 1.840164 -0.4 -1.1 -0.6 0.224
H -2.857973 -0.512127 -4.326836 0.2 -0.3 0.7 0.206
H -2.478973 -2.780127 2.175164 0.8 -1.3 -0.1 0.452
H 0.135027 -3.302127 2.981164 0.8 0.0 -1.2 0.318
H -2.751973 0.159873 -1.080836 1.2 0.4 1.5 -0.849
H 1.840027 -1.039127 -2.374836 -0.7 0.3 0.0 -0.265
H 3.199027 -4.301127 -1.982836 0.9 -0.1 -1.0 0.481
H -1.275973 -1.398127 2.284164 0.5 -0.1 -1.1 -0.077
H -0.459973 4.862873 -3.302836 0.2 -0.6 -0.8 0.144
H -0.820973 0.921873 0.283164 -0.3 0.7 0.3 0.357
```
Positions in Å, forces in eV/Å.

Results
DFT total energy: -62423.4025 eV
lowest unoccupied orbital energy: -0.66 eV
ΔE to the lowest compared entry with this formula, charge and spin: 38.3 kcal per mole
orbital gap: 7.79 eV
E_HOMO: -0.311 Eh
2S+1: 1

---

The following is a quantum chemistry calculation of C2HBr2ClO as an isolated structure, from the Open Molecules 2025 dataset.

XYZ file:
```
7
Properties=species:S:1:pos:R:3:forces:R:3:mulliken_charge:R:1
Br 0.506979 2.038845 -2.090156 -0.4 0.1 0.5 -0.043
Br -1.953666 0.572050 -1.074036 -0.7 -0.5 -0.2 0.060
Cl -0.447700 -0.388962 1.830332 -0.8 0.5 0.6 -0.108
O 0.466157 -1.640647 -0.238280 -0.1 0.0 -0.2 -0.320
C -0.870399 1.993782 -0.721170 1.0 0.4 -0.5 -0.031
C 0.676199 -1.235445 0.848337 1.5 -0.5 0.5 0.137
H 1.622431 -1.339623 1.444975 -0.5 -0.1 -0.7 0.306
```
Positions in Å, forces in eV/Å.

Results
DFT total energy: -156741.4853 eV
lowest unoccupied orbital energy: -1.28 eV
ΔE to the lowest compared entry with this formula, charge and spin: 77.0 kcal per mole
orbital gap: 8.21 eV
E_HOMO: -0.349 Eh
2S+1: 1